(1)
21
Properties=species:S:1:pos:R:3:forces:R:3:lowdin_charge:R:1 method="wB97M-V/def2-TZVPD" orbital_gap_ev=9.80 e_tot_ha=-535.04177 smiles=O.O.O.O.O.O.O lumo_ev=-0.4 multiplicity=1
O 0.1349 -2.6949 -1.3333 0.665 -0.671 0.886 -0.037
H -0.3188 -2.1109 -1.9192 -0.230 0.551 -0.910 0.036
H 1.0853 -2.4979 -1.3739 -0.458 0.115 -0.123 0.065
O -1.7011 3.7228 0.8288 0.193 0.413 0.483 -0.076
H -2.3707 4.3861 0.5965 0.195 -0.988 -0.217 0.036
H -1.7601 2.8504 0.3956 -0.258 1.088 0.113 -0.015
O -1.7123 1.6047 -0.8598 0.402 -0.732 -0.106 -0.023
H -1.1190 1.6323 -1.6128 0.398 0.242 -0.086 0.082
H -2.5023 2.0327 -1.1537 -0.950 0.277 -0.353 0.067
O 0.8030 1.3067 2.3066 0.478 1.095 1.005 -0.041
H 0.3406 0.7711 1.6871 -0.415 -0.841 -0.631 -0.045
H 1.3900 0.7185 2.7814 0.078 -0.161 -0.010 0.034
O 1.7087 -3.9295 1.0107 1.237 -0.741 -1.367 -0.075
H 2.1500 -4.3183 0.1968 -0.975 0.683 1.565 0.068
H 0.8568 -3.6072 0.7157 -0.276 -0.009 -0.199 -0.002
O 1.7499 0.8475 -0.6408 1.142 0.237 -1.805 -0.058
H 1.0747 0.2098 -0.4467 -0.807 -0.560 0.829 -0.051
H 2.0657 0.5461 -1.5191 0.042 0.520 0.737 0.045
O -0.3766 -0.4013 0.4125 0.194 -2.148 -0.415 -0.061
H -0.9751 0.1926 -0.0154 -0.998 0.919 -0.274 -0.005
H -0.5238 -1.2612 -0.0570 0.343 0.709 0.878 0.055

(2)
24
Properties=species:S:1:pos:R:3:forces:R:3:lowdin_spin:R:1 method="wB97M-V/def2-TZVPD" orbital_gap_ev="11.17 / 3.99" e_tot_ha=-516.01567 charge=+2 lumo_ev="-6.7 / -13.8" multiplicity=2
C -1.2923 -0.5383 1.1156 0.241 -1.797 -1.905 0.146
O -0.1298 -0.7230 1.8132 -0.580 -0.290 0.748 0.665
C -0.8868 -0.2353 -0.3433 -0.384 1.704 -0.255 0.053
N 0.5053 0.4096 -0.4342 -3.034 -0.973 -1.008 0.001
H -1.9147 0.2671 1.5852 0.225 0.087 0.091 0.091
H -1.8837 -1.4817 1.0513 -0.070 0.506 0.991 0.020
H -0.2736 -1.5098 2.4054 0.311 -0.697 0.373 0.003
H -0.9496 -1.1174 -1.0016 0.299 0.048 0.641 0.011
H -1.6435 0.4988 -0.7115 1.025 -0.571 -0.044 -0.001
H 1.2797 -0.2107 -0.1807 0.693 0.136 0.295 0.000
H 0.4419 1.2741 0.1142 0.613 0.129 -0.691 0.001
H 0.5291 0.5568 -1.4624 0.888 1.227 0.246 0.000
H -1.0750 3.4804 -0.5353 -0.166 0.117 -0.157 0.000
H -2.3010 2.5602 -0.6364 -0.060 0.450 -0.199 0.000
O -1.3832 2.6506 -0.9229 0.180 -0.283 0.497 0.002
H 3.6648 -1.1687 -0.2226 -0.464 0.080 -0.220 0.000
H 3.7517 0.1474 0.4537 -0.278 0.325 0.001 0.000
O 3.1210 -0.3773 -0.0601 0.609 -0.513 0.250 0.001
H -1.2598 -3.7009 3.2212 0.118 -0.039 -0.015 0.000
H -1.0054 -4.2645 1.8252 0.222 0.325 0.091 0.000
O -0.8543 -3.4739 2.3717 -0.280 0.318 0.022 0.007
H 1.9480 2.1157 -3.3569 -0.382 0.308 -0.098 0.000
H 0.5390 2.8093 -3.1332 0.221 0.167 -0.303 0.000
O 1.0723 2.0315 -2.9557 0.053 -0.765 0.650 0.000

(3)
21
Properties=species:S:1:pos:R:3:forces:R:3:lowdin_spin:R:1 method="wB97M-V/def2-TZVPD" orbital_gap_ev="2.34 / 9.61" e_tot_ha=-345.47513 charge=-1 lumo_ev="3.8 / 3.8" multiplicity=2
C 0.2466 0.1755 -0.3629 0.144 0.032 0.563 0.058
C -0.9760 0.9760 0.1698 1.686 0.694 -0.801 0.035
C -2.2402 0.8366 -0.6612 -0.866 0.081 0.665 0.061
N -3.2207 -0.0775 -0.0336 -0.029 -0.162 -0.284 0.033
C 0.6519 -0.9635 0.5910 -0.617 -0.291 -1.672 0.220
N 1.6808 -1.8148 -0.0658 -0.315 -0.382 0.437 0.071
H 0.0698 -0.2657 -1.3461 -0.306 0.000 0.023 0.014
H 1.0699 0.8708 -0.5206 0.190 -0.105 0.122 0.010
H -0.9921 0.7942 1.2424 -0.932 -0.346 0.021 0.011
H -0.6455 2.0264 0.1346 -0.273 -0.017 -0.123 0.009
H -2.7297 1.8061 -0.8183 0.215 0.218 0.131 0.011
H -1.9833 0.5216 -1.6719 0.040 -0.373 0.122 0.012
H -3.8594 -0.4701 -0.7203 0.139 0.065 0.002 0.020
H -3.8004 0.4589 0.6068 0.135 -0.115 0.020 0.017
H -0.2598 -1.5686 0.7003 0.025 0.205 0.583 0.051
H 0.9955 -0.5834 1.5506 0.052 -0.069 0.067 0.062
H 1.2502 -2.1798 -0.9269 0.152 0.435 0.103 0.052
H 1.6948 -2.6783 0.4894 0.429 0.204 0.119 0.080
H 3.7011 1.3214 1.0503 0.029 0.041 0.403 0.043
H 3.0035 0.0501 0.5352 -0.057 -0.376 -0.016 0.024
O 3.4365 0.8640 0.2526 0.160 0.261 -0.484 0.106

(4)
15
Properties=species:S:1:pos:R:3:forces:R:3:lowdin_charge:R:1 method="wB97M-V/def2-TZVPD" orbital_gap_ev=8.63 e_tot_ha=-1045.66671 lumo_ev=0.1 multiplicity=1
C 0.5530 1.1835 3.4373 -2.317 1.270 -2.268 -0.096
C 0.1780 0.5664 2.1825 0.564 0.997 5.422 -0.561
C -0.5677 0.3002 -0.0942 2.431 0.258 -2.408 -0.751
C -1.5969 -0.2528 -0.6760 -2.225 -1.066 -3.211 -0.038
C 1.1672 -1.0163 -1.4620 2.421 0.168 2.797 -0.703
H 0.1591 2.5139 3.7407 1.533 -4.442 -1.477 0.166
H 0.9455 0.6895 4.3354 -0.165 -0.011 -0.719 0.013
H 0.0446 -0.5665 1.8801 0.988 2.280 1.340 0.120
H -1.5445 -0.7415 -1.7355 0.235 0.550 2.629 0.019
H -2.6370 -0.1162 -0.3594 0.607 0.364 0.283 0.067
H 1.5055 0.1607 0.3524 -1.714 -0.353 -3.309 0.157
H 2.3016 -1.3663 -1.2292 -2.524 1.140 -0.689 0.097
N 0.8392 0.0613 -0.5586 0.086 -1.683 1.329 -0.080
S -0.6383 1.5810 1.0502 -0.335 -0.137 0.142 0.944
S 0.3226 -1.9365 -2.5127 0.414 0.665 0.138 0.645

(5)
21
Properties=species:S:1:pos:R:3:forces:R:3:lowdin_charge:R:1 method="wB97M-V/def2-TZVPD" orbital_gap_ev=10.03 e_tot_ha=-312.21769 smiles="C=C(CC)CC.O" lumo_ev=0.8 multiplicity=1
C -0.2910 -1.8944 0.6060 -0.239 -0.385 -0.209 0.051
C 0.3607 -0.7842 0.2995 0.116 0.240 0.047 -0.342
C 1.3038 -0.1146 1.2505 0.684 0.668 0.621 -0.237
C 1.0763 -0.4241 2.7448 -0.784 0.662 -1.292 -0.104
C 0.2932 -0.1288 -1.0563 0.187 -0.596 -0.193 -0.228
C -0.5621 -0.8466 -2.0998 0.181 0.064 0.554 -0.117
H -0.2446 -2.4068 1.5560 0.152 0.205 0.141 0.059
H -0.8911 -2.3946 -0.1372 -0.201 -0.008 -0.067 0.049
H 1.3459 0.9744 1.1012 -0.594 -0.092 -0.047 0.110
H 2.3427 -0.3568 0.9815 -0.136 -0.402 -0.020 0.117
H 0.0194 -0.2707 2.9556 -0.231 -0.306 -0.002 0.073
H 1.5441 0.3390 3.3554 0.731 -0.469 0.286 0.066
H 1.3235 -1.4647 2.8986 0.309 -0.010 0.737 0.065
H 1.3317 -0.1168 -1.4025 0.024 0.295 -0.157 0.117
H -0.0257 0.9063 -0.9390 0.024 0.135 0.034 0.109
H -0.2216 -1.8763 -2.1982 0.007 -0.039 -0.184 0.072
H -0.4897 -0.3521 -3.0659 -0.113 -0.004 -0.037 0.067
H -1.5966 -0.8809 -1.7596 -0.122 0.053 -0.210 0.074
O -2.3251 4.0248 -1.3433 -0.112 0.138 0.454 -0.058
H -2.2503 3.2629 -1.9186 0.091 0.061 -0.274 0.024
H -2.0434 4.8051 -1.8286 0.026 -0.210 -0.181 0.032

(6)
107
Properties=species:S:1:pos:R:3:forces:R:3:lowdin_charge:R:1 method="wB97M-V/def2-TZVPD" orbital_gap_ev=5.91 e_tot_ha=-2882.40176 charge=+1 lumo_ev=-3.9 multiplicity=1
C -5.1234 5.5197 1.2594 0.480 -0.007 0.461 -0.065
C -3.6528 5.1910 1.4693 -0.318 0.119 0.292 -0.275
O -3.2267 4.1321 0.6170 0.014 -0.108 0.087 -0.151
C -2.8394 2.9880 1.3522 0.322 0.403 -0.530 -0.201
C -2.3101 1.9363 0.3659 -0.087 -0.222 0.270 -0.075
C -1.1566 1.1910 0.9818 -0.264 -0.264 -0.012 -0.111
C 0.1327 1.5847 0.7119 -0.433 0.251 -0.203 0.054
N 1.1752 0.9422 1.2502 0.274 0.291 -0.148 0.169
C 1.0733 -0.0943 2.0976 0.165 -0.521 0.097 -0.165
C 2.3415 -0.7139 2.6136 -0.336 -0.266 0.289 -0.103
C 2.1374 -2.0365 3.3621 -0.013 -0.172 0.661 -0.324
C 1.8640 -1.8304 4.8510 -0.119 -0.232 -0.105 -0.670
I 1.8732 -3.7118 5.8687 -0.038 0.087 -0.023 0.799
C -0.1924 -0.5359 2.4060 -0.213 0.440 -0.285 0.095
C -1.2970 0.0944 1.8358 0.049 -0.383 0.395 0.017
C -2.6450 -0.4848 2.1900 -0.377 0.252 0.365 -0.434
O -3.5980 0.1941 2.4720 0.228 -0.200 -0.323 0.172
O -2.5968 -1.8129 2.1835 -0.073 0.575 -0.553 0.019
C -3.8392 -2.5081 1.9087 -0.590 -1.535 -0.106 -0.318
C -4.4832 -2.0774 0.5853 -0.187 -0.332 0.206 -0.008
C -3.4554 -3.9971 1.8453 1.316 0.601 -0.081 -0.185
C -2.4123 -4.3650 2.9057 -0.192 0.089 0.049 -0.086
H -5.3564 5.6075 0.2026 -0.135 0.038 -0.009 0.078
H -5.7227 4.7527 1.7481 -0.195 -0.102 -0.324 0.076
H -5.3336 6.4505 1.7875 -0.127 0.113 -0.189 0.078
H -3.0118 6.0637 1.3248 0.019 -0.029 -0.319 0.114
H -3.5304 4.9096 2.5200 0.151 -0.093 -0.010 0.113
H -2.0031 3.2723 2.0045 -0.149 -0.058 0.286 0.132
H -3.6724 2.6017 1.9374 0.082 -0.087 0.138 0.124
H -3.0864 1.2228 0.0949 -0.105 0.087 -0.061 0.122
H -1.9802 2.4358 -0.5439 0.033 0.102 0.029 0.125
H 0.3029 2.4256 0.0504 0.476 -0.018 0.039 0.142
H 2.1015 1.2646 0.9918 0.032 0.051 0.031 0.191
H 3.0366 -0.8969 1.7940 0.030 0.319 -0.090 0.132
H 2.7674 0.0010 3.3237 0.336 0.064 -0.214 0.135
H 3.0337 -2.6506 3.2925 0.087 0.103 -0.228 0.098
H 1.3233 -2.6411 2.9614 0.093 0.021 -0.313 0.089
H 0.8788 -1.4123 5.0388 0.047 0.149 0.081 0.034
H 2.6281 -1.2251 5.3289 -0.010 0.051 0.022 0.046
H -0.3560 -1.3637 3.0760 0.111 -0.099 -0.043 0.127
H -4.5523 -2.4288 2.7290 0.290 0.697 0.233 0.151
H -3.9456 -1.2821 0.0737 -0.102 0.185 0.112 0.079
H -5.5234 -1.8131 0.7595 0.051 0.398 -0.127 0.091
H -4.4997 -2.9279 -0.0948 0.100 -0.007 -0.048 0.083
H -4.3436 -4.6189 1.9183 -0.104 0.062 -0.118 0.125
H -2.9647 -4.1283 0.8776 -0.292 -0.402 -0.132 0.105
H -2.6882 -3.9439 3.8746 0.010 -0.262 0.151 0.080
H -1.4402 -3.9491 2.6440 0.005 0.046 -0.047 0.054
H -2.2723 -5.4412 2.9762 -0.157 -0.042 0.127 0.078
O 2.1441 4.6503 -0.4119 -0.473 1.186 3.757 -0.339
P 2.1514 6.1020 -0.8580 0.932 -1.848 -7.574 0.727
N 0.9749 5.8131 -2.1121 -0.584 -0.193 0.067 -0.356
C 1.1841 5.9407 -3.5366 0.085 0.386 0.019 -0.127
C -0.3046 5.2493 -1.7246 0.132 -0.091 0.127 -0.144
N 3.7581 6.1813 -1.4242 0.206 -0.176 0.629 -0.328
C 4.1644 6.5703 -2.7625 0.048 0.565 -0.053 -0.126
C 4.7059 5.2323 -0.8543 -0.074 -0.226 0.041 -0.141
N 1.9541 7.8092 -1.1858 -0.399 0.290 3.723 -0.266
C 2.7590 8.6765 -0.2794 0.413 0.129 -0.223 -0.121
C 0.5752 8.3438 -1.1403 -0.225 -0.012 -0.470 -0.114
H 1.6360 6.8996 -3.8023 0.096 -0.041 0.018 0.067
H 0.2290 5.9146 -4.0637 -0.054 -0.050 0.088 0.081
H 1.8055 5.1329 -3.9421 0.029 0.051 -0.063 0.078
H -1.0493 6.0273 -1.4999 -0.092 -0.077 -0.047 0.070
H -0.2111 4.6270 -0.8315 0.033 0.050 0.017 0.041
H -0.7172 4.6165 -2.5132 0.037 0.001 -0.037 0.082
H 4.0316 5.7574 -3.4849 -0.010 0.008 0.006 0.081
H 5.2224 6.8434 -2.7632 0.015 -0.073 0.092 0.082
H 3.6307 7.4516 -3.1093 -0.156 -0.086 0.021 0.070
H 4.6332 4.2429 -1.3229 0.040 -0.004 0.026 0.081
H 4.5497 5.1151 0.2148 -0.077 -0.065 -0.020 0.067
H 5.7232 5.6040 -0.9897 -0.041 0.078 -0.100 0.081
H 2.4176 8.6137 0.7569 -0.082 0.135 -0.015 0.083
H 2.6854 9.7132 -0.6052 -0.090 -0.020 -0.047 0.083
H 3.8085 8.3971 -0.3143 -0.035 -0.132 -0.038 0.071
H 0.0615 8.1061 -0.2063 -0.015 0.094 0.024 0.088
H -0.0126 7.9673 -1.9720 0.056 -0.142 0.037 0.071
H 0.6079 9.4274 -1.2449 0.146 0.006 0.105 0.085
O -1.2313 -5.5215 -1.1877 -1.136 -0.164 -2.544 -0.305
P -0.0506 -6.2268 -1.7613 3.679 -0.432 3.903 0.636
N 0.0093 -7.6920 -0.9024 -0.430 0.059 -0.169 -0.323
C 1.1181 -8.2003 -0.1224 0.348 -0.058 -0.231 -0.119
C -1.2245 -8.4604 -0.8116 -0.275 0.086 -0.112 -0.124
N 1.2027 -5.1434 -1.3015 -0.252 0.269 0.168 -0.312
C 2.4895 -5.5289 -0.7601 0.294 -0.078 -0.344 -0.138
C 0.7949 -3.8445 -0.7903 -0.187 -0.017 0.168 -0.148
N 0.8558 -6.7572 -3.1195 -2.274 0.592 -1.289 -0.277
C 0.9501 -5.7297 -4.1863 0.291 0.219 0.092 -0.119
C 0.3872 -8.0047 -3.7611 0.110 -0.343 0.234 -0.118
H 2.0581 -8.1797 -0.6771 -0.019 0.073 0.036 0.068
H 0.9523 -9.2482 0.1274 -0.148 0.014 -0.044 0.083
H 1.2494 -7.6543 0.8184 0.040 -0.033 -0.017 0.078
H -1.3146 -9.1841 -1.6329 0.006 -0.060 0.086 0.072
H -2.0984 -7.8088 -0.8486 0.061 0.062 -0.011 0.069
H -1.2771 -9.0121 0.1270 0.082 0.053 0.042 0.082
H 2.4345 -5.7906 0.3037 0.050 -0.003 -0.017 0.074
H 3.1978 -4.7006 -0.8593 -0.079 0.057 -0.013 0.077
H 2.9269 -6.3584 -1.3118 -0.130 -0.078 0.015 0.071
H 0.4987 -3.8842 0.2692 -0.010 0.075 -0.001 0.073
H -0.0398 -3.4435 -1.3587 -0.082 -0.077 0.061 0.068
H 1.6241 -3.1368 -0.8916 0.100 -0.113 0.006 0.072
H -0.0238 -5.5134 -4.6351 0.017 -0.069 -0.094 0.085
H 1.6227 -6.0773 -4.9693 -0.014 -0.103 0.029 0.081
H 1.3601 -4.8037 -3.7904 -0.034 -0.033 0.134 0.071
H -0.6730 -7.9731 -4.0255 0.006 -0.019 -0.100 0.089
H 0.5633 -8.8598 -3.1124 -0.075 0.085 0.137 0.073
H 0.9605 -8.1786 -4.6703 0.017 0.137 -0.017 0.082